Entry 1:
ORCA calculation (ωB97M-V/def2-TZVPD) on C30H39MnN5O2 as an isolated structure.

XYZ file:
```
77
Properties=species:S:1:pos:R:3:forces:R:3
Mn 1.127323 -0.940130 -0.570973 -1.3 -0.2 0.0
O 2.988066 -1.589021 -0.631944 1.2 -0.3 -0.4
N 3.607533 -1.610430 0.482717 0.0 -0.2 0.6
N 2.807168 -1.704818 1.482420 -0.3 0.0 -0.9
O 1.508511 -1.768756 1.302097 0.3 0.2 0.4
C 3.300878 -1.619447 2.800915 0.4 0.0 1.1
C 2.387216 -1.573998 3.851987 -0.1 0.0 -0.4
C 2.844953 -1.456369 5.151836 0.2 0.0 0.2
C 4.205482 -1.385669 5.416985 -0.1 0.0 -0.1
C 5.109354 -1.447032 4.364630 0.1 0.0 0.1
C 4.670188 -1.565948 3.059285 -0.1 0.0 -0.3
H 1.332835 -1.623421 3.624765 0.0 0.0 0.0
H 2.133764 -1.419991 5.966787 0.0 0.0 0.0
H 4.560352 -1.280454 6.433541 0.0 0.0 0.0
H 6.171717 -1.400519 4.566805 0.0 0.0 0.0
H 5.370152 -1.615071 2.237287 0.0 0.0 0.0
N 1.432342 1.027252 -1.226381 0.3 0.6 0.0
C 1.534785 2.165456 -1.049822 -0.1 -0.1 -0.2
N 1.624493 3.453432 -0.868248 0.0 0.2 0.1
C 1.566644 4.003538 0.498708 -0.1 0.1 0.2
C 2.070123 5.440869 0.495747 0.1 -0.1 -0.1
C 3.420180 5.550378 -0.216987 -0.1 0.0 0.0
C 3.363807 4.987578 -1.658552 -0.1 0.0 0.1
C 2.011277 4.348392 -1.961258 0.2 0.1 -0.1
H 2.196358 3.395684 1.153576 0.0 0.0 0.0
H 0.540283 3.952153 0.868848 0.0 0.0 0.0
H 2.161755 5.765586 1.531864 0.0 0.0 0.0
H 1.338386 6.095077 0.018199 0.0 0.0 0.0
H 4.166347 5.003492 0.362396 0.0 0.0 0.0
H 3.734029 6.593791 -0.233155 0.0 0.0 0.0
H 4.142593 4.235820 -1.792603 0.0 0.0 0.0
H 3.543843 5.774398 -2.392178 0.0 0.0 0.0
H 2.051752 3.773819 -2.884260 -0.1 0.0 0.0
H 1.239260 5.110522 -2.079349 0.0 0.0 0.0
C -0.676779 2.098445 3.221474 0.0 -0.1 0.0
C -1.506233 1.353506 2.206234 -0.1 0.0 -0.1
C -2.899121 1.426524 2.231020 0.0 0.1 0.1
C -3.641138 0.690550 1.319467 0.0 0.0 0.0
C -5.148146 0.747755 1.333952 0.1 0.0 0.0
C -3.007347 -0.118960 0.383638 0.0 0.0 0.0
C -1.601169 -0.223372 0.310313 0.0 0.1 -0.1
C -0.889731 0.562974 1.258993 -0.1 -0.1 -0.1
N -0.875200 -0.970322 -0.577302 -0.3 -0.3 -0.1
C -1.487831 -1.867791 -1.554874 -0.1 0.2 0.1
C -2.335771 -2.981728 -0.912900 0.0 0.0 -0.1
C -2.873209 -3.936797 -1.984557 0.0 -0.1 0.1
C -3.718402 -3.154316 -2.994956 0.1 0.0 0.0
C -2.852498 -2.088148 -3.673329 0.0 0.1 -0.1
C -1.683091 -2.761667 -4.393492 0.0 0.0 0.0
C -0.842674 -3.533148 -3.373459 0.1 0.0 -0.1
C -1.705161 -4.608234 -2.708983 0.0 0.0 0.0
C -0.331299 -2.565907 -2.302522 -0.2 0.0 0.1
C -2.314368 -1.116521 -2.618177 0.0 -0.1 0.0
H -1.294904 2.772228 3.814636 0.0 0.0 0.0
H 0.110148 2.682850 2.739434 0.0 0.0 0.0
H -0.186443 1.399179 3.902736 0.0 0.0 0.0
H -3.395223 2.049068 2.968155 0.0 0.0 0.0
H -5.507740 1.453999 2.081492 0.0 0.0 0.0
H -5.565781 -0.234955 1.561929 0.0 0.0 0.0
H -5.529613 1.051718 0.357373 -0.1 0.0 0.0
H -3.640927 -0.670332 -0.295878 0.0 0.0 0.1
H 0.193541 0.508138 1.270868 0.1 0.0 0.1
H -3.166357 -2.554390 -0.351675 0.0 -0.1 0.0
H -1.708007 -3.520537 -0.196083 0.0 0.0 0.0
H -3.492991 -4.701655 -1.506357 0.0 0.0 0.0
H -4.564686 -2.681145 -2.487213 0.0 0.0 0.0
H -4.124798 -3.836837 -3.748269 0.0 0.0 0.0
H -3.456626 -1.533627 -4.398745 0.0 0.0 0.0
H -1.068346 -2.008056 -4.895699 0.0 0.0 0.0
H -2.057119 -3.447115 -5.160361 0.0 0.0 0.0
H 0.008512 -4.001385 -3.876665 0.0 0.0 0.0
H -1.105507 -5.184769 -1.998286 0.0 0.0 0.0
H -2.080333 -5.302900 -3.466911 0.0 0.0 0.0
H 0.296202 -1.798404 -2.783977 0.0 0.0 0.0
H 0.275710 -3.122694 -1.573734 0.0 0.0 0.0
H -3.142950 -0.585330 -2.150746 0.0 0.0 -0.1
H -1.670354 -0.362088 -3.082280 0.0 0.0 0.0
```
Positions in Å, forces in eV/Å.

Output
HOMO level (spin up / spin down) = -6.18 / -6.36 eV
2S+1 = 6
E_tot = -2741.77953 a.u.
HOMO-LUMO gap (spin up / spin down) = 6.5633 / 6.7053 eV
ΔE to the lowest compared entry with this formula, charge and spin = 55.79 kJ/mol

Atom charges from the Mulliken analysis, given in e for atoms 1 to 2: atom 1 (Mn): 0.4697, atom 2 (O): -0.5189


Entry 2:
ORCA calculation (ωB97M-V/def2-TZVPD) on an isolated ion of composition C30H39N2O2 and charge +1.

XYZ file:
```
73
Properties=species:S:1:pos:R:3:forces:R:3
C 4.528487 2.779423 0.857812 0.0 -0.1 0.1
C 4.779153 1.336818 1.320394 0.1 0.2 0.1
C 5.632946 1.377672 2.596277 0.0 0.0 -0.2
C 5.460701 0.614160 0.168076 0.1 0.0 0.0
C 4.692875 0.251150 -0.935295 0.0 0.0 -0.1
C 5.263303 -0.376662 -2.026094 -0.1 0.0 -0.1
C 6.620303 -0.652199 -2.037043 0.1 0.0 0.0
C 7.394362 -0.291450 -0.949745 0.1 -0.1 -0.1
C 6.820312 0.337824 0.142934 -0.1 0.0 0.1
C 3.501169 0.597799 1.675942 -0.1 0.0 0.0
C 3.539265 -0.786385 1.795734 -0.1 0.1 0.1
C 2.424452 -1.522012 2.151900 -0.2 -0.2 0.1
C 1.223618 -0.876839 2.411326 0.0 0.4 -0.1
O 0.041495 -1.468800 2.783505 0.1 0.2 0.0
C -0.088753 -2.873342 2.816721 0.0 -0.5 -0.3
C -0.536353 -3.483830 1.468763 -0.4 0.1 0.5
O 0.355458 -3.193001 0.414627 0.2 0.0 -0.2
C -1.940808 -2.996325 1.054044 0.4 -0.3 0.2
N -2.071526 -1.567417 0.830818 0.2 0.4 0.1
C -1.596971 -1.100645 -0.469391 0.1 -0.1 -0.4
C -1.234704 0.383899 -0.389099 -0.2 -0.3 0.1
C -2.451478 1.201503 0.024380 0.8 0.2 0.4
N -3.557707 1.009122 -0.943271 0.0 0.2 -0.2
C -4.736684 1.866868 -0.637982 -0.6 0.4 -0.1
C -5.730871 1.834406 -1.768961 0.0 0.0 0.0
C -5.419477 2.453036 -2.975828 0.0 0.0 0.1
C -6.316377 2.420174 -4.028340 0.0 0.0 -0.1
C -7.531840 1.771178 -3.882464 0.0 0.0 0.0
C -7.848880 1.156646 -2.682829 0.0 0.0 0.0
C -6.950207 1.183762 -1.629932 0.1 0.1 0.0
C -3.929142 -0.424945 -1.024914 -0.2 -1.0 -0.4
C -2.740382 -1.252781 -1.486190 0.1 0.1 0.4
C 1.178291 0.512380 2.314213 -0.2 -0.3 0.2
C 2.298722 1.235057 1.952608 0.1 -0.1 -0.1
H 5.464251 3.209109 0.506819 0.1 0.0 0.0
H 3.815061 2.808284 0.037340 -0.1 0.0 -0.1
H 4.161550 3.395011 1.675650 -0.1 0.1 0.1
H 6.512894 1.999511 2.454111 0.2 0.0 0.0
H 5.944762 0.378281 2.889366 0.1 -0.1 0.1
H 5.046748 1.802544 3.409069 0.0 0.0 0.1
H 3.630910 0.457148 -0.933004 -0.1 0.0 0.0
H 4.648243 -0.651765 -2.870848 0.0 0.0 -0.1
H 7.069564 -1.142931 -2.887192 0.0 0.0 -0.1
H 8.454116 -0.499243 -0.948096 0.1 0.0 0.0
H 7.450380 0.608213 0.974990 0.0 0.0 0.1
H 4.463526 -1.309014 1.599047 0.1 -0.1 0.0
H 2.523471 -2.593112 2.238259 0.0 -0.1 0.0
H 0.835901 -3.350067 3.156935 -0.1 0.0 0.0
H -0.866470 -3.074792 3.559270 0.1 -0.1 0.0
H -0.600644 -4.573335 1.623999 -0.1 0.1 0.1
H 1.221578 -3.570454 0.603000 0.0 0.0 0.0
H -2.228553 -3.526841 0.144654 -0.1 -0.1 0.0
H -2.638305 -3.272662 1.849648 0.0 -0.2 -0.1
H -1.553220 -1.102170 1.571871 0.0 0.0 -0.1
H -0.722030 -1.664269 -0.814609 -0.1 0.2 0.0
H -0.437799 0.533451 0.341125 0.0 0.1 0.0
H -0.860044 0.722626 -1.357360 0.0 0.0 0.0
H -2.204571 2.264146 0.072735 -0.2 0.0 -0.1
H -2.803829 0.868117 1.001767 -0.2 0.1 -0.1
H -3.213093 1.279889 -1.872652 -0.1 0.0 0.1
H -5.188263 1.506415 0.287855 0.2 0.0 0.0
H -4.381434 2.888798 -0.480939 0.1 -0.2 0.0
H -4.482055 2.981103 -3.089661 0.1 0.1 0.0
H -6.070081 2.907151 -4.958753 0.0 0.1 -0.1
H -8.233192 1.751092 -4.701382 -0.1 0.0 -0.1
H -8.796899 0.656309 -2.564156 -0.1 -0.1 0.0
H -7.203181 0.708353 -0.693742 0.0 -0.1 0.1
H -4.213728 -0.758328 -0.025057 0.0 0.2 0.0
H -4.775410 -0.525853 -1.706494 0.1 0.1 0.1
H -3.049082 -2.294603 -1.549583 -0.1 0.0 -0.1
H -2.406022 -0.943755 -2.477914 0.0 0.0 -0.1
H 0.255681 1.017694 2.562808 -0.1 0.0 0.0
H 2.220793 2.308925 1.895636 0.0 0.1 0.0
```
Positions in Å, forces in eV/Å.

Output
HOMO level = -10.35 eV
Total charge = +1
E_tot = -1426.34205 a.u.
HOMO-LUMO gap = 8.1440 eV
SMILES = CC(C)(c1ccccc1)c1ccc(OC[C@H](O)CN[C@H]2CC[N@@H+](Cc3ccccc3)CC2)cc1
ΔE to the lowest compared entry with this formula, charge and spin = 33.22 kJ/mol

Atom charges from the Mulliken analysis, given in e for atoms 1 to 2: atom 1 (C): -2.1280, atom 2 (C): 2.7634


Entry 3:
ORCA calculation (ωB97M-V/def2-TZVPD) on a 2-piece molecular cluster, C30H39N3P overall.

XYZ file:
```
73
Properties=species:S:1:pos:R:3:forces:R:3
C -10.111250 4.823061 3.474718 0.0 0.2 0.2
C -10.161657 3.467779 2.835539 -0.2 -0.3 -0.4
C -10.712119 3.321682 1.557285 0.3 -0.2 0.4
C -10.749525 2.078381 0.925565 0.2 -0.1 0.2
C -11.392802 1.977784 -0.419160 -0.3 0.0 -0.5
C -10.200202 0.954873 1.575450 -0.4 0.2 0.1
N -10.275413 -0.365710 0.993503 1.5 0.7 -0.3
P -9.076748 -1.127936 -0.031225 -1.7 -0.2 0.4
H -8.551982 -2.082015 0.990668 -0.1 0.1 -0.2
N -10.353117 -2.145574 -0.664163 1.4 0.3 -0.8
C -10.381413 -2.807358 -1.949477 -0.4 -0.2 -0.2
C -9.995732 -4.153488 -2.008550 -0.1 0.4 -0.2
C -9.545846 -4.823329 -0.754879 0.2 -0.5 0.3
C -10.089637 -4.851751 -3.208299 0.0 0.2 -0.1
C -10.571214 -4.232726 -4.367032 0.0 0.2 0.3
C -10.620644 -4.991101 -5.661187 -0.1 -0.2 -0.3
C -11.018651 -2.910268 -4.282528 0.2 -0.4 0.1
C -10.939431 -2.194043 -3.087763 0.2 -0.1 0.4
C -11.475049 -0.800130 -3.013408 -0.2 0.5 -0.2
C -11.462203 -2.129164 0.164619 -0.7 0.7 0.9
C -11.421502 -1.136926 1.083783 -0.7 -0.9 -0.5
C -9.697699 1.081665 2.877711 -0.2 0.2 -0.4
C -9.239632 -0.144974 3.592576 0.2 -0.3 0.5
C -9.686898 2.329803 3.495253 0.0 0.2 -0.2
H -9.669969 4.758454 4.474208 -0.1 0.1 -0.1
H -9.510952 5.520435 2.874286 -0.1 -0.2 0.2
H -11.117750 5.253445 3.568136 0.2 -0.1 0.0
H -11.137047 4.193295 1.050359 0.2 -0.3 0.1
H -11.577273 0.938815 -0.699667 0.0 0.2 0.0
H -12.353656 2.512971 -0.421999 0.2 -0.2 0.0
H -10.776625 2.448607 -1.199437 -0.1 -0.2 0.2
H -9.226975 -5.847527 -0.969155 0.0 0.1 0.1
H -8.705789 -4.293062 -0.293277 -0.2 0.0 0.0
H -10.359470 -4.871948 -0.018355 0.2 0.1 -0.1
H -9.794821 -5.902654 -3.233954 0.0 0.2 0.0
H -11.042062 -4.373226 -6.463158 0.1 -0.2 0.2
H -9.615257 -5.315442 -5.965603 -0.2 0.1 0.1
H -11.236022 -5.896646 -5.563163 0.1 0.2 0.0
H -11.453024 -2.435278 -5.166923 0.2 -0.1 0.3
H -11.912439 -0.514114 -3.978030 0.1 -0.1 0.2
H -12.272852 -0.710842 -2.262348 0.3 0.0 -0.1
H -10.690316 -0.065133 -2.785456 -0.2 -0.2 0.1
H -12.302049 -2.780490 -0.033171 0.1 0.0 0.1
H -12.218359 -0.859106 1.760443 0.1 0.0 0.0
H -8.864203 0.117696 4.586395 0.0 -0.1 -0.1
H -10.067167 -0.856858 3.721107 0.2 0.1 -0.1
H -8.431099 -0.656941 3.056452 -0.2 0.0 0.0
H -9.313720 2.421170 4.516922 0.0 0.0 -0.2
C -6.357968 -5.566302 1.175406 -0.1 0.0 -0.7
N -6.462883 -4.861278 2.459453 0.1 1.0 0.2
C -7.139151 -5.606694 3.531152 0.2 -0.5 0.6
C -6.054715 -3.609411 2.615156 0.3 -0.6 -0.1
C -5.611673 -3.046561 3.865229 0.0 0.4 0.7
C -5.162165 -3.871044 4.932326 -0.4 0.2 0.5
C -4.955883 -3.340187 6.202614 0.1 -0.2 -0.5
C -5.104558 -1.962110 6.433501 0.0 -0.2 -0.3
C -4.972583 -1.419879 7.819895 0.0 0.2 0.2
C -5.362357 -1.114348 5.343923 0.1 -0.2 -0.2
C -5.594459 -1.632844 4.078386 -0.3 -0.7 -0.2
H -6.968295 -6.474280 1.211864 0.1 0.4 0.0
H -6.713262 -4.937379 0.352858 0.0 0.0 0.2
H -5.321892 -5.862142 0.949873 -0.3 0.2 0.3
H -7.794903 -6.348812 3.067762 0.1 0.3 0.0
H -6.430541 -6.140361 4.177736 -0.3 0.0 -0.3
H -7.747272 -4.934529 4.147879 0.3 0.0 -0.2
H -6.024686 -2.970902 1.719710 0.2 -0.5 0.1
H -5.001767 -4.936513 4.780102 -0.1 0.3 0.0
H -4.682301 -4.001557 7.032399 0.0 0.3 -0.4
H -5.111015 -0.336320 7.827926 0.1 -0.1 0.1
H -5.726199 -1.860660 8.481988 0.1 0.0 -0.1
H -3.994586 -1.659080 8.252713 -0.1 0.1 -0.1
H -5.386659 -0.037152 5.502072 0.0 -0.2 -0.1
H -5.804653 -0.972115 3.235626 0.0 -0.1 0.3
```
Positions in Å, forces in eV/Å.

Output
HOMO level = -9.12 eV
Total charge = +1
E_tot = -1671.93328 a.u.
HOMO-LUMO gap = 4.5486 eV
ΔE to the lowest compared entry with this formula, charge and spin = 0.00 kJ/mol

Atom charges from the Mulliken analysis, given in e for atoms 1 to 2: atom 1 (C): -1.4782, atom 2 (C): 0.7929


What is the formula in the second record? C30H39N2O2


Number 2 is which compound? C30H39N2O2